[1]
Density functional theory data (ωB97M-V with the def2-TZVPD basis set) for C27H28Cl2IrN3O2S2 as an isolated structure.

Structure (XYZ):
```
65
C27H28Cl2IrN3O2S2 (ωB97M-V with the def2-TZVPD basis set)
Ir -0.263 -0.368 1.412
C 0.073 -1.989 3.878
C 1.433 -1.537 3.379
N 1.290 -0.171 2.791
C 1.117 0.894 3.837
C 0.187 1.989 3.363
S -1.313 1.300 2.604
C -2.094 0.242 3.888
C -2.254 -1.190 3.384
N -0.969 -1.709 2.825
H 0.096 -3.056 4.095
H -0.224 -1.487 4.796
H 2.182 -1.557 4.172
H 1.771 -2.193 2.577
H 2.140 0.034 2.268
H 0.751 0.422 4.746
H 2.089 1.325 4.079
H -0.073 2.693 4.153
H 0.626 2.553 2.538
H -1.513 0.318 4.805
H -3.077 0.663 4.093
H -2.606 -1.830 4.196
H -2.995 -1.230 2.587
H -1.162 -2.588 2.348
Cl 1.833 -4.291 -0.938
C 0.333 -3.591 -1.272
C -0.482 -4.077 -2.280
C -1.696 -3.473 -2.576
Cl -2.650 -4.098 -3.816
C -2.158 -2.313 -1.847
C -3.344 -1.613 -2.116
C -3.649 -0.502 -1.361
C -2.793 -0.105 -0.333
N -1.678 -0.771 -0.047
C -1.351 -1.848 -0.811
C -0.084 -2.470 -0.489
O 0.607 -2.005 0.472
H -0.162 -4.936 -2.855
H -4.003 -1.939 -2.910
H -4.547 0.070 -1.550
H -3.016 0.766 0.269
O 0.658 1.147 0.316
S 0.127 1.800 -1.007
C 1.313 3.059 -1.323
C 0.809 4.243 -1.848
C 1.704 5.250 -2.184
C 3.062 5.066 -1.972
C 3.546 3.875 -1.434
C 2.672 2.856 -1.103
C 0.419 0.629 -2.307
C 1.487 -0.259 -2.269
C 1.687 -1.100 -3.353
C 0.827 -1.048 -4.447
C -0.241 -0.162 -4.465
C -0.455 0.685 -3.385
H -0.255 4.383 -1.989
H 1.337 6.179 -2.596
H 3.754 5.861 -2.214
H 4.609 3.744 -1.283
H 3.038 1.930 -0.682
H 2.160 -0.280 -1.422
H 2.530 -1.778 -3.359
H 1.005 -1.691 -5.299
H -0.894 -0.114 -5.326
H -1.272 1.398 -3.399
```

Summary:
energy relative to the best compared isomer or geometry (same formula, charge and spin) = 0.000 eV
maximum force = 0.014 Eh/bohr
orbital gap (spin up / spin down) = 0.2684 / 0.2010 Eh
net charge = +3
LUMO energy (spin up / spin down) = -9.42 / -11.26 eV
multiplicity = 2
highest occupied orbital energy (spin up / spin down) = -0.615 / -0.615 Eh

***

[2]
Density functional theory data (ωB97M-V with the def2-TZVPD basis set) for a 2-piece molecular cluster, C27H28ClNO4 overall in a non-equilibrium geometry.

Structure (XYZ):
```
61
C27H28ClNO4 (ωB97M-V with the def2-TZVPD basis set)
C -1.945 4.371 -2.579
C -2.233 2.900 -2.580
O -1.647 2.359 -1.372
C -1.977 1.042 -1.229
C -1.406 0.438 -0.020
C -2.322 -0.477 0.604
C -3.064 -1.435 -0.152
C -4.089 -2.170 0.444
Cl -5.017 -3.283 -0.491
C -4.417 -1.954 1.796
C -3.667 -1.049 2.563
C -2.620 -0.345 1.982
O -2.678 0.472 -2.064
H -2.302 4.805 -3.512
H -2.463 4.889 -1.767
H -0.877 4.589 -2.501
H -3.314 2.723 -2.563
H -1.789 2.403 -3.454
H -0.900 1.143 0.651
H -2.904 -1.561 -1.218
H -5.253 -2.493 2.233
H -3.925 -0.850 3.606
H -2.066 0.415 2.538
C 1.850 -1.626 6.257
O 1.912 -2.388 5.029
C 1.599 -1.788 3.852
C 1.567 -2.611 2.696
C 1.223 -2.067 1.472
C 1.006 -0.684 1.321
C 0.867 -0.080 -0.028
C 1.964 0.546 -0.550
C 2.347 0.744 -1.985
N 1.620 -0.131 -2.945
C 0.297 0.100 -3.092
C -0.493 -0.768 -3.815
C 0.107 -1.797 -4.543
C 1.497 -1.945 -4.468
C 2.238 -1.094 -3.661
C 3.123 1.023 0.333
C 3.450 2.505 0.281
O 3.851 0.255 0.954
C 1.053 0.120 2.465
C 1.337 -0.404 3.723
H 2.039 -2.376 7.027
H 2.638 -0.857 6.282
H 0.857 -1.171 6.407
H 1.838 -3.660 2.807
H 1.197 -2.700 0.587
H 0.114 -0.498 -0.721
H 2.177 1.804 -2.259
H 3.423 0.529 -2.079
H -0.075 0.982 -2.565
H -1.569 -0.625 -3.768
H -0.500 -2.450 -5.159
H 2.016 -2.729 -5.014
H 3.325 -1.147 -3.549
H 2.654 3.121 -0.155
H 3.657 2.853 1.299
H 4.371 2.630 -0.304
H 0.899 1.190 2.359
H 1.399 0.263 4.589
```

Summary:
energy relative to the best compared isomer or geometry (same formula, charge and spin) = 0.000 eV
maximum force = 0.074 Eh/bohr
orbital gap = 0.1500 Eh
LUMO energy = -1.46 eV
multiplicity = 1
highest occupied orbital energy = -0.204 Eh